A) Density functional theory data (the ωB97M-V functional and the def2-TZVPD basis) for the molecule C5H2N2.

Values from the calculation:
E_HOMO ... -10.27 eV
Gap between HOMO and LUMO ... 10.299 eV

```
! wB97M-V def2-TZVPD RIJCOSX def2/J DEFGRID3
* xyz 0 1
N 1.940 0.029 1.922
C 1.150 -0.128 1.107
C 0.210 -0.291 0.071
C -0.327 -1.564 -0.204
N -0.772 -2.599 -0.421
C 0.030 0.844 -0.918
C -0.966 1.078 -0.140
H 0.555 1.200 -1.776
H -1.822 1.430 0.360
*
```

Mulliken analysis output, partial charges in e: number 1, N, carries -0.369; number 2, C, carries 0.281; number 3, C, carries 0.171; number 4, C, carries 0.286; number 5, N, carries -0.372; number 6, C, carries -0.446; number 7, C, carries -0.343; number 8, H, carries 0.364; number 9, H, carries 0.428



B) Density functional theory data (the ωB97M-V functional and the def2-TZVPD basis) for a cluster of 2 separate species, C5H2N2 in total.

Values from the calculation:
E_HOMO (alpha / beta) ... -9.92 / -9.90 eV
Gap between HOMO and LUMO (alpha / beta) ... 6.995 / 6.928 eV

```
! wB97M-V def2-TZVPD RIJCOSX def2/J DEFGRID3
* xyz 0 1
C -0.973 2.083 0.938
C -0.697 0.811 -1.349
C 0.919 -0.566 0.507
C 1.105 -1.833 0.260
C -0.910 1.513 -0.269
N -1.141 2.469 2.042
N -0.488 0.139 -2.278
H 1.804 -2.510 0.546
H 0.383 -2.106 -0.397
*
```

Mulliken analysis output, partial charges in e: number 1, C, carries 0.300; number 2, C, carries 0.381; number 3, C, carries 0.101; number 4, C, carries -0.673; number 5, C, carries 0.153; number 6, N, carries -0.394; number 7, N, carries -0.403; number 8, H, carries 0.312; number 9, H, carries 0.224



How do the energies compare? Relative to the most stable structure, in kJ/mol: A) 0.0; B) 459.5.



A) Density functional theory data (the ωB97M-V functional and the def2-TZVPD basis) for the molecule H3N3O3.

Values from the calculation:
E_HOMO ... -9.90 eV
Gap between HOMO and LUMO ... 9.777 eV

```
! wB97M-V def2-TZVPD RIJCOSX def2/J DEFGRID3
* xyz 0 1
N -0.729 -0.548 0.077
N 0.423 0.321 -0.331
O 0.330 1.603 0.072
N 1.686 -0.202 -0.109
O 1.831 -1.422 -0.237
O 2.533 0.668 0.144
H -1.306 -0.839 -0.657
H -0.255 -1.349 0.453
H 1.292 1.860 0.086
*
```

Mulliken analysis output, partial charges in e: number 1, N, carries -0.467; number 2, N, carries 0.116; number 3, O, carries -0.396; number 4, N, carries 1.098; number 5, O, carries -0.624; number 6, O, carries -0.703; number 7, H, carries 0.263; number 8, H, carries 0.303; number 9, H, carries 0.410



B) Density functional theory data (the ωB97M-V functional and the def2-TZVPD basis) for the molecule H3N3O3.

Values from the calculation:
E_HOMO ... -10.30 eV
Gap between HOMO and LUMO ... 10.758 eV

```
! wB97M-V def2-TZVPD RIJCOSX def2/J DEFGRID3
* xyz 0 1
N -1.296 -0.544 -0.174
N -0.153 0.250 -0.178
O -0.264 1.570 0.152
N 1.057 -0.320 0.178
O 1.127 -1.517 0.113
O 1.979 0.450 0.416
H -1.471 -0.720 0.790
H -1.151 -1.343 -0.647
H 0.172 2.174 -0.651
*
```

Mulliken analysis output, partial charges in e: number 1, N, carries -0.492; number 2, N, carries 0.116; number 3, O, carries -0.417; number 4, N, carries 1.131; number 5, O, carries -0.637; number 6, O, carries -0.610; number 7, H, carries 0.255; number 8, H, carries 0.274; number 9, H, carries 0.381



How do the energies compare? Relative to the most stable structure, in kJ/mol: A) 0.0; B) 17.1.



A) Density functional theory data (the ωB97M-V functional and the def2-TZVPD basis) for the molecule C5H7FS2.

Values from the calculation:
E_HOMO ... -8.66 eV
Gap between HOMO and LUMO ... 8.430 eV

```
! wB97M-V def2-TZVPD RIJCOSX def2/J DEFGRID3
* xyz 0 1
C -1.483 -1.199 -0.698
C -0.741 -0.202 0.213
F -0.402 -0.592 1.485
C -1.035 1.375 0.071
C 0.287 0.743 -0.368
S 1.509 1.395 0.729
C 2.728 0.055 0.836
S 2.521 -1.459 0.257
H -0.857 -2.197 -0.841
H -1.553 -0.855 -1.759
H -2.498 -1.348 -0.528
H -0.824 1.974 1.004
H -1.917 1.666 -0.634
H 0.739 0.565 -1.424
H 3.525 0.078 1.658
*
```

Mulliken analysis output, partial charges in e: number 1, C, carries -1.256; number 2, C, carries 1.143; number 3, F, carries -0.311; number 4, C, carries -0.986; number 5, C, carries -0.264; number 6, S, carries -0.100; number 7, C, carries -0.178; number 8, S, carries -0.225; number 9, H, carries 0.243; number 10, H, carries 0.325; number 11, H, carries 0.397; number 12, H, carries 0.294; number 13, H, carries 0.255; number 14, H, carries 0.360; number 15, H, carries 0.303



B) Density functional theory data (the ωB97M-V functional and the def2-TZVPD basis) for a cluster of 2 separate species, C5H7FS2 in total.

Values from the calculation:
E_HOMO (alpha / beta) ... -9.20 / -7.61 eV
Gap between HOMO and LUMO (alpha / beta) ... 8.662 / 7.137 eV

```
! wB97M-V def2-TZVPD RIJCOSX def2/J DEFGRID3
* xyz 0 1
C -3.596 -0.032 -0.163
C 0.427 0.638 0.083
C -0.776 0.171 0.311
C 2.547 -0.713 -0.690
C 1.744 0.059 0.447
F 1.472 -0.910 1.447
S -3.952 -1.539 -0.077
S -4.338 1.452 -0.148
H 0.502 1.249 -0.730
H -1.060 -0.513 1.106
H 2.872 -1.814 -0.299
H 3.365 -0.195 -1.193
H 1.654 -0.879 -1.464
H 2.314 0.812 0.967
H -3.176 2.216 0.403
*
```

Mulliken analysis output, partial charges in e: number 1, C, carries 0.224; number 2, C, carries -0.722; number 3, C, carries -0.352; number 4, C, carries -0.996; number 5, C, carries 0.549; number 6, F, carries -0.336; number 7, S, carries -0.198; number 8, S, carries -0.167; number 9, H, carries 0.399; number 10, H, carries 0.296; number 11, H, carries 0.273; number 12, H, carries 0.305; number 13, H, carries 0.271; number 14, H, carries 0.271; number 15, H, carries 0.183



How do the energies compare? Relative to the most stable structure, in kJ/mol: A) 0.0; B) 343.9.